Here is 2 unconnected molecules or ions with the total composition C30H42N3O2 at a distorted geometry from the OMol25 dataset. Energies are from ωB97M-V with the def2-TZVPD basis set.

Element x y z (Å)
H  3.922  0.439  7.457
O  0.550  -7.510  -0.333
H  -3.667  0.917  0.053
C  -4.050  1.294  -3.382
H  -3.541  0.879  -4.256
C  -0.317  -0.708  -1.291
H  2.159  -5.943  1.245
H  2.047  0.521  -0.176
C  -3.406  0.788  -2.080
C  0.655  -0.064  1.806
C  2.321  1.454  -0.666
H  0.781  -0.793  -1.213
C  -1.945  1.264  -1.938
H  3.216  2.710  -2.972
H  1.875  3.672  -2.319
H  -1.062  -6.013  -1.672
C  -0.429  -5.455  -0.981
N  0.239  1.625  -1.960
H  2.527  -1.322  3.319
H  -2.369  5.727  -3.391
C  -0.155  -1.974  0.370
H  1.133  -2.091  2.102
C  -2.421  3.844  -2.302
H  2.141  -3.507  1.181
C  2.909  0.156  4.819
H  -4.063  2.382  -3.475
H  -0.811  -1.510  -1.906
C  0.264  -3.353  0.027
C  1.700  1.535  -2.040
H  5.142  0.982  6.259
H  -3.064  -1.140  -1.135
H  3.602  -0.469  5.384
H  -4.150  2.395  -0.796
C  -3.421  -0.736  -2.092
H  4.782  1.990  7.693
C  2.134  2.741  -2.833
C  4.354  1.315  6.951
C  1.571  -8.268  0.347
H  3.412  1.485  -0.764
N  -0.308  2.753  -2.387
C  0.527  -6.156  -0.203
O  3.333  2.092  6.267
H  -4.447  -1.083  -2.261
C  -0.525  -4.079  -0.897
C  -2.012  4.686  -3.511
H  -2.452  4.290  -4.439
C  -0.706  0.627  -1.674
C  -4.154  1.301  -0.851
H  1.470  -9.274  -0.062
H  -2.790  -1.120  -2.906
H  1.988  2.292  -0.039
H  0.412  2.430  2.862
C  -2.029  4.502  -0.981
N  -1.650  2.533  -2.372
H  0.099  0.650  1.193
C  0.601  -1.394  1.449
H  -5.189  0.950  -0.874
C  2.294  -0.320  3.671
C  2.666  1.491  5.242
H  1.383  -8.283  1.431
H  -1.237  -3.528  -1.517
H  -3.497  3.623  -2.323
H  -2.378  3.880  -0.141
H  -0.928  4.594  -0.948
H  -5.090  0.960  -3.418
H  1.679  2.769  -3.823
H  -2.485  5.502  -0.903
H  2.585  -7.886  0.152
C  1.405  -5.430  0.643
C  1.353  -4.043  0.637
H  -0.913  4.694  -3.596
H  1.555  3.307  4.903
H  1.961  0.619  -2.581
C  1.354  0.462  2.955
H  -1.297  -1.766  0.324
C  1.123  1.799  3.404
C  1.736  2.297  4.534

The energy relative to the best compared isomer or geometry (same formula, charge and spin) comes out at 2.113 eV. The calculation puts the orbital gap at 6.6 eV. The charge is +1.

Here is a molecular structure, C30H42N3O3PPbSSb at a distorted geometry from the OMol25 dataset. Energies are from ωB97M-V with the def2-TZVPD basis set.

Element x y z (Å)
H  0.634  3.828  -1.670
H  -1.878  2.506  -1.921
C  2.838  5.765  2.807
Pb  0.502  -0.007  0.211
H  2.778  7.762  2.072
H  -2.576  -4.498  -0.879
H  0.893  4.264  -3.374
C  -1.590  2.313  -2.976
C  2.706  -2.752  -0.224
C  1.453  4.147  1.715
O  0.432  2.387  0.457
C  1.055  3.479  -2.609
C  3.463  -3.879  -0.631
C  -1.285  -1.996  -2.779
H  -4.632  -3.039  0.930
O  0.648  0.785  -2.230
C  1.352  6.489  1.063
H  5.919  0.909  0.672
H  -3.938  -3.497  -1.412
C  1.448  -5.171  -0.573
H  -3.186  -1.340  -3.632
H  -5.437  0.370  -1.104
H  -3.846  -0.459  0.673
C  0.181  0.184  3.722
C  -2.432  -2.147  -3.739
C  -3.494  -0.256  -0.346
H  0.901  -6.107  -0.681
C  -1.273  -3.339  3.332
C  2.338  6.768  1.987
H  -2.940  -3.128  -3.569
C  3.383  -1.479  0.054
H  -0.951  -4.068  2.562
C  2.390  4.449  2.697
H  -0.325  -4.023  -0.036
N  0.360  0.844  2.558
H  2.154  3.324  -2.504
C  2.778  -0.252  0.239
H  1.694  1.633  -4.951
C  3.745  0.760  0.475
H  -4.435  -4.805  0.798
S  5.131  -1.347  0.242
H  -2.962  0.718  -0.332
C  0.937  5.167  0.900
H  0.066  1.934  5.049
C  2.823  -5.112  -0.746
H  0.884  7.268  0.454
H  -2.177  1.454  -3.347
C  0.973  2.732  1.578
H  0.231  -1.761  4.621
H  3.437  1.785  0.587
C  0.609  1.700  -4.840
H  -2.121  -2.084  -4.795
O  -1.734  -1.390  1.952
C  -3.203  -3.641  -0.588
H  2.726  3.646  3.358
C  -1.035  -1.909  2.904
H  1.581  1.021  5.130
Sb  -1.974  -1.809  -0.628
C  0.766  -4.005  -0.216
H  -0.626  -2.897  -2.741
H  3.600  6.034  3.544
H  -0.673  -3.547  4.243
C  5.040  0.322  0.521
C  -3.891  -3.838  0.729
H  0.159  4.913  0.169
H  -0.674  -1.068  -2.896
H  -2.336  -3.532  3.539
H  4.529  -3.810  -0.820
H  0.115  0.306  5.859
C  0.481  0.912  5.023
N  1.095  1.980  2.669
H  -1.807  3.243  -3.555
H  0.139  0.764  -5.185
H  3.396  -6.000  -1.071
N  1.356  -2.821  -0.030
P  0.192  1.949  -3.092
H  -3.174  -3.775  1.560
C  -4.596  -0.297  -1.366
C  -0.163  -1.182  3.753
H  -4.185  0.014  -2.357
H  -5.027  -1.305  -1.499
H  0.263  2.544  -5.461

The energy relative to the best compared isomer or geometry (same formula, charge and spin) comes out at 0.000 eV. The calculation puts the orbital gap (alpha / beta) at 5.2 / 6.0 eV. The charge is +1.

Here is a molecular structure, C30H43BrCoN2P2S at a distorted geometry from the OMol25 dataset. Energies are from ωB97M-V with the def2-TZVPD basis set.

Element x y z (Å)
C  -2.167  -1.966  -3.754
H  -1.974  3.606  -3.095
C  0.791  -0.514  1.895
H  -3.710  2.710  0.394
H  -0.880  4.745  1.596
C  3.154  -3.568  1.361
H  1.570  -3.791  -4.332
H  -2.417  -0.097  0.592
S  2.826  0.468  -1.796
H  -4.429  1.237  0.973
H  -0.696  2.309  1.980
P  -0.646  1.271  -0.197
H  -1.707  -5.230  -0.454
H  -3.100  -1.569  -4.136
H  4.158  -2.523  -0.241
C  3.534  -2.483  0.636
H  0.652  2.873  0.998
C  2.650  -3.531  2.678
C  -1.120  0.978  4.319
C  3.721  3.489  0.730
Co  1.460  -0.873  -0.598
C  4.600  4.173  -0.133
C  -3.565  -0.315  4.256
H  1.659  -2.209  4.149
C  -2.143  1.258  5.195
H  4.145  2.341  -2.810
H  1.057  -4.445  -2.794
C  4.837  3.733  -1.433
H  5.111  5.102  0.183
H  1.935  -2.160  -2.560
C  -3.455  1.763  0.880
H  0.346  -3.831  -0.396
H  0.028  2.986  -1.758
H  2.691  -4.471  3.243
H  -0.818  4.539  -0.141
H  -1.686  -0.180  -2.603
C  -2.604  -0.704  3.305
H  -2.214  4.000  0.793
H  -0.161  1.438  4.416
H  -2.311  -3.026  -3.611
H  2.325  1.787  0.974
H  -0.162  -3.869  -3.975
H  -3.143  1.959  1.909
H  3.570  3.836  1.752
C  0.924  -2.292  -2.985
C  -0.643  -3.393  -0.614
H  -2.613  -3.998  -1.329
C  -2.473  0.878  0.086
C  -0.431  2.696  0.988
H  -1.247  -4.855  -2.108
Br  3.289  -5.346  0.368
C  2.827  -1.287  0.962
C  3.031  2.330  0.315
H  -1.971  1.999  6.017
H  0.814  -1.501  -3.745
H  -1.404  -1.795  -4.504
H  -0.993  -2.981  0.349
C  -1.817  -1.273  -2.449
H  -2.640  -1.346  -1.719
P  -0.337  -1.970  -1.707
C  0.821  -3.690  -3.546
H  3.089  -0.325  0.374
C  -1.125  4.048  0.782
H  -0.663  1.604  -2.603
C  2.060  -2.344  3.131
N  4.062  2.696  -1.866
C  -0.268  -0.252  2.545
C  1.951  -1.341  2.104
H  5.526  4.142  -2.182
C  3.283  1.932  -1.019
C  -1.615  -4.416  -1.176
N  -3.312  0.648  5.152
C  -2.087  3.124  -2.109
C  -0.831  2.300  -1.769
C  -1.330  -0.083  3.405
H  -2.293  3.954  -1.424
H  -2.826  -1.518  2.645
H  -2.998  2.522  -2.179
H  -4.537  -0.821  4.327
H  -2.933  0.709  -0.903

As for the spin multiplicity: 4. The energy relative to the best compared isomer or geometry (same formula, charge and spin) comes out at 0.000 eV. The calculation puts the orbital gap (alpha / beta) at 7.2 / 7.0 eV. The charge is +2.

Here is 4 unconnected molecules or ions with the total composition C30H43ClN4O10P at a distorted geometry from the OMol25 dataset. Energies are from ωB97M-V with the def2-TZVPD basis set.

Element x y z (Å)
C  -1.735  -6.929  6.465
C  -0.823  -2.764  -1.622
N  -2.111  -5.140  4.854
H  0.102  8.002  -5.784
H  4.845  -0.375  -1.957
C  1.147  1.534  -1.108
O  0.669  -5.001  5.624
C  0.588  1.753  -2.371
C  1.690  5.469  -2.673
H  -1.680  -1.072  1.021
O  1.187  2.653  0.985
O  3.878  -1.492  -0.578
H  -3.308  2.684  -2.416
N  0.647  9.011  -3.281
C  -1.786  -4.538  0.969
C  -1.464  -3.147  1.505
O  3.989  -0.551  -4.637
H  2.669  0.490  -0.013
H  3.125  -3.362  -0.156
H  3.896  -1.683  -2.651
H  -0.335  -3.727  -1.450
H  2.215  -2.006  0.513
H  -1.631  -7.093  4.347
O  1.917  -0.575  -5.513
H  3.327  8.260  -3.023
H  0.716  1.315  -4.471
H  2.230  5.029  -3.515
H  1.196  9.680  -2.749
H  -1.011  -4.908  0.298
H  -0.328  -2.281  -2.463
H  -2.736  -4.546  0.432
C  2.233  0.688  -0.981
C  -3.151  2.210  0.944
H  1.741  -4.469  7.258
C  2.778  -2.347  -0.358
H  -1.875  -2.932  -1.878
C  -0.948  2.309  -0.011
H  -0.022  6.783  -4.526
H  0.092  -2.266  2.495
O  0.193  0.177  2.909
H  0.539  -3.174  1.252
O  -0.697  -1.904  -0.507
C  2.759  0.045  -2.098
H  1.307  6.714  -5.686
O  -5.621  1.644  -1.977
H  -1.079  -7.753  6.754
C  0.169  -6.133  4.943
Cl  -6.044  0.873  0.771
H  1.830  4.831  -1.799
C  1.133  1.150  -3.490
C  0.969  -5.191  6.990
C  -1.775  2.184  1.102
C  2.220  0.289  -3.367
C  1.530  8.276  -4.191
H  -2.689  -2.112  0.018
H  -2.147  -2.948  2.339
C  2.771  -0.352  -4.642
C  2.638  7.521  -3.443
H  -2.757  -7.306  6.430
H  0.734  -7.029  5.236
H  -1.717  -4.407  5.439
C  -2.888  2.536  -1.431
P  -5.524  2.405  -0.548
C  -1.697  -2.024  0.482
H  2.103  -2.384  -1.213
H  -3.777  2.092  1.815
H  -1.862  -5.251  1.791
H  -4.847  1.097  -2.169
C  0.550  2.210  0.057
H  -1.697  -6.170  7.246
C  -0.521  1.064  2.642
H  0.307  8.352  -2.586
C  -0.596  2.625  -2.448
O  -0.837  3.400  -3.344
N  -1.271  1.999  2.427
H  0.373  -5.948  3.886
C  0.683  7.387  -5.096
O  2.192  6.756  -2.346
H  0.100  -5.010  7.629
H  2.032  9.012  -4.827
C  3.908  -0.918  -1.881
H  0.624  5.499  -2.904
C  -1.515  2.497  -1.274
H  1.351  -6.199  7.180
C  -3.710  2.367  -0.319
H  -1.920  -4.821  3.908
H  3.218  6.894  -4.135
C  -1.341  -6.359  5.106
N  -0.102  -3.154  2.041

The calculation puts the orbital gap at 6.6 eV. The charge is -1.

Here is a molecular structure, C30H43F5IrN6PS from the OMol25 dataset. Energies are from ωB97M-V with the def2-TZVPD basis set.

Element x y z (Å)
H  -1.589  -4.869  2.866
H  2.562  0.971  2.990
H  1.337  3.711  -0.414
H  0.002  -2.676  0.077
H  -1.790  3.814  -3.339
C  1.734  0.823  -3.629
F  -2.351  0.004  -0.682
H  -2.074  2.376  -1.284
C  -2.848  -0.758  -1.711
H  5.543  -1.495  0.822
C  0.642  1.186  2.454
H  2.485  1.594  -3.789
H  4.310  -2.293  -1.237
C  3.835  -1.665  -0.499
N  -0.429  -2.022  0.721
H  -2.496  4.658  -1.976
C  -2.459  -2.285  -3.524
H  -3.680  -2.321  2.759
H  -0.403  -5.841  1.994
C  1.683  3.131  -1.273
C  -1.463  -2.633  4.179
F  -4.293  -3.041  -4.763
H  -2.126  -3.435  4.503
S  -0.265  -1.429  -2.196
N  1.842  -0.488  0.191
H  1.691  0.220  -4.537
N  -1.600  -2.358  2.749
C  1.380  -4.020  1.514
N  0.070  -3.810  2.110
C  -2.850  -1.725  2.373
H  2.006  -1.637  -1.540
H  -1.047  2.971  4.779
C  -1.096  3.796  0.047
H  -2.344  1.132  1.152
H  2.498  4.953  -2.051
H  1.010  4.514  -2.869
H  0.136  1.841  -5.440
N  1.922  0.722  2.249
N  -0.328  0.910  1.584
C  -0.050  2.368  -4.502
H  -2.083  4.016  0.453
C  -1.236  3.080  -1.312
C  2.537  -1.289  -0.672
F  -1.637  -2.990  -4.260
H  3.716  3.292  -0.633
H  1.237  2.148  4.281
H  -2.934  -1.676  1.290
C  -4.191  -0.758  -1.942
H  -0.525  3.253  0.795
H  2.086  0.185  -2.818
C  -0.527  -5.014  2.695
H  -0.041  -5.279  3.634
P  0.250  1.993  -1.591
H  -0.437  -2.895  4.415
Ir  -0.101  -0.092  -0.219
H  4.307  -0.089  2.437
H  2.508  3.650  -3.224
C  -0.656  -2.700  1.854
C  -1.589  4.171  -2.335
C  0.353  1.429  -3.362
H  -1.107  2.614  -4.480
C  4.512  -1.225  0.643
F  -5.020  -0.052  -1.206
C  -3.816  -2.312  -3.788
C  -4.682  -1.552  -3.000
C  -1.882  2.080  2.995
H  -2.898  2.408  3.162
C  -0.854  2.389  3.888
C  3.829  -0.448  1.535
F  -5.958  -1.568  -3.231
C  -1.933  -1.499  -2.471
C  0.411  1.937  3.614
H  3.453  1.922  -1.698
H  1.318  -4.555  0.560
C  1.920  4.111  -2.431
C  2.491  -0.089  1.296
H  -2.931  -0.731  2.802
H  0.530  3.287  -4.531
H  2.928  1.862  -0.010
H  -0.820  4.940  -2.379
C  -1.577  1.357  1.877
H  -0.372  0.609  -3.401
H  1.890  -3.069  1.372
H  1.976  -4.627  2.194
H  -1.732  -1.729  4.726
H  -0.595  4.753  -0.099
C  3.014  2.496  -0.882

As for the spin multiplicity: 2. The energy relative to the best compared isomer or geometry (same formula, charge and spin) comes out at 0.609 eV. The calculation puts the orbital gap (alpha / beta) at 8.1 / 5.4 eV. The charge is +3.

Here is a molecular structure, C30H43F5P2Sc at a distorted geometry from the OMol25 dataset. Energies are from ωB97M-V with the def2-TZVPD basis set.

Element x y z (Å)
C  2.015  0.624  -1.245
C  0.694  3.311  0.263
C  -2.775  2.278  2.937
C  3.774  -0.694  2.282
H  0.735  2.155  4.032
H  2.738  -2.539  -3.553
P  0.759  -1.318  -3.078
H  -2.599  -2.677  -2.149
H  -1.303  -1.083  3.614
H  -3.416  2.640  2.127
C  4.299  -1.794  1.627
C  -1.379  2.307  -1.339
H  0.033  3.777  3.888
H  0.022  0.043  -5.030
H  -2.951  2.857  3.854
H  -1.036  -1.353  -4.611
F  5.497  -2.324  1.960
H  -2.946  -0.877  2.909
H  -3.209  3.246  -0.719
H  0.398  -4.217  3.285
H  -0.120  4.350  1.956
C  -0.510  -3.052  1.734
H  3.023  0.938  -0.926
H  -0.798  2.492  4.838
C  -0.461  3.649  1.166
H  1.635  3.150  -2.838
H  0.514  -2.473  3.537
F  4.474  -0.154  3.304
H  -4.441  -2.036  0.195
C  2.405  -1.691  0.125
H  -2.001  1.383  -1.377
F  1.674  -2.404  -0.790
H  1.527  -3.248  2.299
H  2.027  0.664  -3.387
H  -3.083  1.252  3.154
C  -1.670  4.268  0.441
C  -3.521  -1.424  0.215
C  -1.676  -2.260  1.860
H  0.540  5.175  -0.901
H  2.113  4.425  -0.930
C  1.922  -2.145  -4.179
C  -2.138  -1.599  3.106
H  -1.469  5.308  0.122
H  -2.557  4.342  1.091
H  -1.135  -3.692  -2.266
C  2.605  -0.071  1.769
C  1.030  4.187  -0.947
H  -3.702  -0.605  0.923
H  -2.089  4.255  -1.723
C  -2.320  -2.214  0.584
H  -2.545  -2.347  3.816
C  -0.440  -0.511  -4.200
C  -0.552  -3.666  0.446
H  -3.384  -0.986  -0.787
H  0.558  -4.764  -1.063
C  -2.143  3.530  -0.873
C  1.970  -0.423  0.543
Sc  0.110  1.417  -0.162
C  2.103  -0.110  -2.589
C  3.597  -2.301  0.525
P  -0.999  2.190  2.422
H  1.403  -2.976  -4.669
C  -1.647  -3.107  -0.279
C  -2.029  -3.477  -1.659
H  -0.555  1.972  -3.224
H  -2.665  -4.380  -1.651
C  0.295  -4.796  0.007
C  -0.197  2.709  3.952
H  1.554  1.646  -1.470
F  4.094  -3.323  -0.215
H  -1.139  0.149  -3.649
C  0.535  -3.257  2.769
F  2.174  1.000  2.535
C  -0.333  2.458  -2.252
H  2.338  -1.444  -4.919
H  3.112  -0.590  -2.690
H  -0.241  -5.748  0.160
C  0.705  3.548  -2.357
H  1.604  2.971  0.798
H  1.230  -4.853  0.583
H  0.341  4.338  -3.056

The calculation puts the orbital gap (alpha / beta) at 4.5 / 4.3 eV. The charge is +1.